Here is a structure of composition C50H43F5Ge2N5O6Ti at a distorted geometry from OMol25. Energies are from ωB97M-V/def2-TZVPD.

Properties
Kohn-Sham gap (spin up / spin down): 5.626 / 7.869 eV
Expectation value of S²: 3.7870
Energy relative to the best compared isomer or geometry (same formula, charge and spin): 2.065 eV
HOMO (spin up / spin down): -5.67 / -8.35 eV
Max |F|: 1.78 eV Å⁻¹
Molecular weight: 1098.00 g mol⁻¹
Energy: -8159.02529 hartree

Geometry as ORCA input:
```
! RIJCOSX wB97M-V def2-TZVPD def2/J DEFGRID3
* xyz 0 4
C 5.01 2.31 1.27
H -0.48 4.26 3.91
C 0.86 -1.75 4.34
H -3.91 0.91 2.73
H 0.25 -5.75 1.58
C 1.85 -1.00 3.71
C 4.43 -0.02 1.27
H -4.19 1.54 -1.27
C 3.11 0.29 0.93
C -4.02 1.18 1.68
H 1.73 -4.27 -1.96
H -2.08 6.04 0.35
C -4.31 1.20 -2.29
N -1.89 2.70 -1.67
F -0.79 -0.44 -6.04
C 0.72 1.87 -3.10
H 1.84 -4.09 0.73
C -3.24 -3.07 -0.70
C -1.29 5.36 2.24
H -5.80 -0.27 -1.81
H -1.77 -5.01 2.82
H 5.25 -2.87 0.36
C -0.34 -1.99 2.24
H -3.56 2.16 1.53
H -2.90 4.91 -3.71
H 3.42 3.66 0.76
H 3.10 -4.04 -3.09
C -4.63 0.38 -4.92
H -5.08 1.24 1.45
C -1.93 3.84 -1.04
H -4.77 -1.37 0.69
C 0.99 -3.76 1.31
C 3.01 -1.64 3.30
C -3.15 4.28 -2.87
C -1.41 4.02 0.27
C -0.71 0.17 -3.75
C -1.81 -0.89 -0.35
Ge 3.26 -2.39 -1.19
C 1.03 -3.12 4.53
H 5.75 3.10 1.40
H -0.06 -1.29 4.66
C 4.21 -0.97 -2.15
H -4.75 0.06 -5.95
C 2.19 -3.75 4.10
C 4.59 -3.49 -0.24
N -0.80 2.89 0.84
C 2.35 -3.53 -2.47
Ge 1.91 -1.20 0.50
O -2.30 -3.74 -1.36
O -4.31 -3.57 -0.41
O 0.43 2.30 4.25
C 0.08 -4.70 1.78
H 4.09 -3.48 3.15
C 0.23 2.00 2.93
N 0.78 0.96 2.48
Ti -0.71 1.37 -0.65
N -2.11 0.29 0.36
F 1.08 1.42 -6.64
O 0.46 -0.18 -0.32
H 1.75 1.90 0.50
O -2.57 4.85 -1.67
H 2.70 0.85 3.20
C 0.66 1.27 -5.38
F -1.66 -0.76 -3.54
N -3.86 -1.00 0.46
C -3.33 0.18 0.83
C -2.54 2.86 -2.97
C 0.79 -2.40 1.53
C 5.37 0.99 1.45
C 3.71 2.63 0.91
H 1.69 -2.93 -3.10
C -1.25 -2.93 2.71
H 4.95 -0.49 -1.51
H 4.71 -1.38 -3.02
H -1.47 -3.21 -1.46
C 1.18 2.08 -4.38
C 2.76 1.62 0.75
C 3.18 -3.00 3.48
H -2.13 -2.61 3.25
H -4.23 4.24 -2.75
O -0.08 -2.13 -1.37
C -0.75 4.21 2.86
C -0.22 0.94 -2.72
F 2.09 3.01 -4.68
H 6.38 0.73 1.73
H -0.51 -0.94 2.42
H -1.77 2.84 -3.75
C -2.94 -1.71 -0.31
H 0.72 0.67 5.48
H 4.11 -4.22 0.41
C -5.22 0.20 -2.60
H -1.45 6.27 2.79
C -0.50 3.06 2.18
H 5.20 -4.03 -0.97
H -3.13 1.84 -5.39
F 1.17 2.70 -2.10
C -3.72 1.38 -4.61
C -1.63 5.24 0.92
H 3.50 -0.20 -2.49
H 4.73 -1.05 1.39
C 1.72 0.49 3.52
C -1.04 -4.28 2.48
H -6.06 -1.02 -4.15
C 1.28 1.27 4.77
H 3.80 -1.05 2.84
C -0.29 0.31 -5.06
C -3.55 1.79 -3.29
H 0.25 -3.69 5.02
C -0.49 -1.14 -0.77
H 2.12 1.73 5.29
C -5.37 -0.22 -3.91
H 2.32 -4.81 4.25
*
```